(w)
{"formula": "C3H2N4", "method": "ωB97M-V/def2-TZVPD", "e_lumo_ev": 0.3, "smiles": "N#CC=C=N.N#N", "total_charge": 0, "species": ["N", "H", "C", "C", "C", "N", "N", "H", "N"], "coordinates": [[-1.14, 2.80, 1.32], [-2.17, -1.51, 0.16], [0.65, -0.52, -0.73], [-0.58, -0.52, -0.25], [1.90, -0.26, -0.12], [2.96, -0.15, 0.33], [-1.79, -0.61, -0.12], [0.59, -1.28, -1.50], [-0.42, 2.07, 0.91]]}

---

(x)
{"formula": "C3H2N4", "method": "ωB97M-V/def2-TZVPD", "e_lumo_ev": 0.5, "smiles": "N#Cc1c[nH]nn1", "total_charge": 0, "species": ["H", "N", "C", "C", "N", "H", "N", "N", "C"], "coordinates": [[-2.40, -0.59, -0.11], [-1.38, 1.11, 0.36], [2.02, 0.25, 0.03], [-0.28, -0.73, -0.22], [-0.13, 1.40, 0.41], [-0.13, -1.76, -0.52], [-1.48, -0.17, -0.02], [3.18, 0.20, 0.00], [0.59, 0.29, 0.06]]}

---

Energy above the most stable structure, in kcal/mol: (w) 0.0; (x) 2.8

---

(w)
{"formula": "C5H10N3O2", "method": "ωB97M-V/def2-TZVPD", "e_lumo_ev": -6.8, "total_charge": 1, "species": ["N", "H", "N", "O", "C", "H", "H", "H", "N", "H", "C", "C", "H", "H", "C", "H", "C", "O", "H", "H"], "coordinates": [[-2.87, 0.79, -0.38], [-1.68, 2.42, -0.89], [-0.63, 0.85, 0.00], [0.28, -3.00, -0.08], [-1.81, 1.48, -0.54], [2.54, 1.89, -1.46], [-2.98, -1.31, -0.01], [-0.82, -0.52, 1.63], [0.50, 1.43, -0.11], [-0.29, -1.16, 0.10], [2.86, 1.42, -0.54], [-2.63, -0.40, 0.44], [0.38, -3.96, -0.05], [3.19, 2.07, 0.36], [-1.03, -0.36, 0.59], [3.68, 0.69, -0.83], [1.72, 0.71, 0.11], [1.70, -0.32, 0.73], [1.09, -2.59, -0.36], [-3.20, -0.13, 1.29]]}

---

(x)
{"formula": "C5H10N3O2", "method": "ωB97M-V/def2-TZVPD", "e_lumo_ev": [-5.9, -6.0], "total_charge": 1, "species": ["H", "H", "H", "C", "H", "H", "O", "N", "C", "N", "H", "N", "C", "C", "H", "H", "O", "C", "H", "H"], "coordinates": [[1.59, -0.91, -2.78], [-0.52, -0.63, -2.91], [-1.16, 1.46, 2.47], [-0.15, 0.81, 0.98], [2.49, 0.35, -2.10], [2.07, -1.09, -1.03], [0.03, 1.90, 0.47], [0.39, 0.30, -1.37], [-0.72, -0.41, 3.23], [-0.75, 0.55, 2.19], [-0.90, -2.30, 3.89], [-0.72, -1.68, 3.13], [1.65, -0.34, -1.85], [-0.69, 0.36, -2.39], [-1.62, 0.44, -1.90], [-0.50, 1.17, -3.12], [-0.59, 0.11, 4.35], [-0.06, -0.18, -0.11], [-0.51, -1.20, -0.13], [0.66, 1.27, -1.01]]}

---

Energy above the most stable structure, in kcal/mol: (w) 0.0; (x) 26.1

---

(w)
{"formula": "C4H8NO", "method": "ωB97M-V/def2-TZVPD", "e_lumo_ev": 4.3, "smiles": "C=C(C)N(C)[O-]", "total_charge": -1, "species": ["H", "H", "C", "H", "H", "H", "N", "C", "C", "H", "O", "C", "H", "H"], "coordinates": [[-1.85, 1.12, 0.97], [2.21, -0.32, 0.10], [-1.89, 0.04, 0.75], [0.63, -0.86, 0.80], [-2.96, -0.31, 0.61], [-1.37, -0.64, 1.27], [-1.06, -0.01, -0.88], [0.84, 1.30, -1.44], [1.22, -0.75, -0.09], [1.49, -1.73, -0.62], [-1.89, 0.75, -1.59], [0.28, 0.26, -0.80], [0.24, 2.05, -1.91], [1.90, 1.54, -1.42]]}

---

(x)
{"formula": "C4H8NO", "method": "ωB97M-V/def2-TZVPD", "e_lumo_ev": [4.6, 4.6], "total_charge": -1, "species": ["H", "H", "H", "C", "H", "O", "C", "H", "H", "H", "N", "H", "C", "C"], "coordinates": [[2.78, 0.68, -0.02], [0.50, -1.34, 0.23], [0.61, 1.67, -0.28], [-1.45, 0.31, -0.18], [1.65, -0.69, 1.56], [-0.01, 1.89, 0.57], [2.07, -0.10, -0.38], [-2.98, -1.14, -0.88], [-1.51, -1.70, 0.31], [1.49, 0.17, -1.28], [-0.61, 0.64, 0.84], [-1.79, 1.21, -0.75], [-2.01, -0.94, -0.31], [1.26, -0.65, 0.57]]}

---

Energy above the most stable structure, in kcal/mol: (w) 0.0; (x) 4.6

---

(w)
{"formula": "C4H7N3O3", "method": "ωB97M-V/def2-TZVPD", "e_lumo_ev": 0.6, "smiles": "CN(O)C=O.c1cnon1", "total_charge": 0, "species": ["N", "H", "H", "H", "C", "H", "H", "O", "C", "H", "O", "H", "N", "C", "C", "O", "N"], "coordinates": [[2.48, -0.89, -0.52], [-0.29, -1.56, 0.16], [-1.86, -2.27, 0.62], [-1.12, -1.04, 1.69], [2.57, 1.35, 0.01], [2.91, 2.30, 0.40], [4.04, -0.30, 0.67], [-2.03, -0.67, -1.47], [-2.38, 0.86, 0.37], [-2.10, 0.18, -1.98], [-2.67, 1.76, -0.37], [-2.46, 0.84, 1.46], [-1.89, -0.26, -0.15], [-1.26, -1.35, 0.65], [3.16, 0.04, 0.14], [1.42, -0.13, -1.00], [1.49, 1.13, -0.69]]}

---

(x)
{"formula": "C4H7N3O3", "method": "ωB97M-V/def2-TZVPD", "e_lumo_ev": 0.1, "total_charge": 0, "species": ["O", "C", "C", "C", "O", "H", "H", "N", "O", "H", "N", "C", "H", "N", "H", "H", "H"], "coordinates": [[-2.45, -1.05, -1.04], [-0.13, -0.47, -0.69], [0.04, -1.91, -0.46], [0.52, 0.44, 0.40], [0.08, -0.03, 2.01], [0.38, -0.23, -1.64], [-1.19, 1.84, -0.90], [1.96, 0.03, 0.66], [0.39, 1.69, 0.28], [-2.85, 1.42, -1.36], [-1.91, 1.15, -1.12], [-1.63, -0.15, -0.93], [-0.02, 0.80, 2.50], [0.23, -3.03, -0.31], [1.68, -0.13, 1.92], [2.63, 0.57, 0.12], [2.26, -0.94, 0.57]]}

---

Energy above the most stable structure, in kcal/mol: (w) 62.5; (x) 0.0

---

(w)
{"formula": "C3H8N3S", "method": "ωB97M-V/def2-TZVPD", "e_lumo_ev": -3.9, "total_charge": 1, "species": ["C", "H", "N", "H", "C", "N", "S", "H", "H", "H", "N", "H", "H", "H", "C"], "coordinates": [[0.56, 1.94, 0.00], [3.17, -1.53, 0.28], [2.22, -1.68, 0.06], [1.88, -2.66, 0.48], [1.36, -0.67, 0.07], [0.06, -0.82, -0.07], [2.00, 0.95, 0.02], [-0.31, -1.69, 0.01], [0.45, 2.67, -0.78], [-3.00, 0.44, 0.13], [-2.06, 0.08, 0.34], [0.34, 2.57, 0.98], [-2.14, -0.52, 1.25], [-0.92, 0.32, -1.42], [-0.91, 0.16, -0.38]]}

---

(x)
{"formula": "C3H8N3S", "method": "ωB97M-V/def2-TZVPD", "e_lumo_ev": [-7.9, -7.9], "total_charge": 1, "species": ["H", "N", "C", "H", "S", "H", "N", "H", "C", "H", "H", "C", "N", "H", "H"], "coordinates": [[-1.71, 2.72, 1.48], [-1.43, 1.13, 0.00], [-0.96, 2.44, 0.68], [-0.86, 3.31, -0.03], [0.68, -1.53, -1.67], [1.22, -3.92, -1.79], [-0.58, 0.11, 0.60], [1.51, -2.96, 0.04], [0.34, 0.74, 1.26], [1.10, 0.19, 1.72], [-1.37, 0.94, -1.03], [1.55, -2.97, -1.11], [0.33, 2.10, 1.17], [-2.39, 0.72, 0.10], [2.58, -3.01, -1.43]]}

---

(y)
{"formula": "C3H8N3S", "method": "ωB97M-V/def2-TZVPD", "e_lumo_ev": [-5.1, -5.1], "total_charge": 1, "species": ["C", "H", "N", "C", "N", "H", "N", "H", "H", "C", "H", "H", "S", "H", "H"], "coordinates": [[2.35, -0.16, 0.37], [-2.55, 0.79, -0.67], [1.20, -0.12, -0.56], [-2.81, -0.17, -0.14], [-0.86, -1.85, -0.07], [2.94, -1.03, 0.25], [0.16, 0.58, -0.55], [1.47, -0.42, -1.53], [-2.80, 0.30, 0.78], [-1.67, -1.00, -0.10], [-0.16, 0.68, 0.49], [-3.60, -0.89, -0.48], [0.56, -2.46, -0.09], [2.05, -0.23, 1.40], [2.96, 0.58, 0.08]]}

---

(z)
{"formula": "C3H8N3S", "method": "ωB97M-V/def2-TZVPD", "e_lumo_ev": -5.5, "total_charge": 1, "species": ["C", "H", "S", "N", "H", "H", "H", "C", "H", "N", "C", "N", "H", "H", "H"], "coordinates": [[0.25, 1.57, -1.88], [-0.81, 2.63, 0.88], [0.15, -3.29, -2.23], [-0.70, 0.61, 1.76], [-2.44, 1.78, 1.45], [2.35, -0.72, 1.81], [-0.49, -4.48, -2.50], [1.26, -0.60, 1.34], [0.80, 1.81, -2.84], [0.36, 0.19, 1.58], [-1.32, 1.90, 1.54], [-0.50, 1.47, -1.03], [1.18, -3.82, -3.00], [-1.27, 2.38, 2.56], [1.18, -1.44, 0.55]]}

---

Energy above the most stable structure, in kcal/mol: (w) 0.0; (x) 94.6; (y) 55.3; (z) 62.4

---

(w)
{"formula": "C18H23N3O3S", "method": "ωB97M-V/def2-TZVPD", "e_lumo_ev": 0.6, "smiles": "CC(C)NS(=O)(=O)c1ccc(CCC(=O)NCc2cccnc2)cc1", "total_charge": 0, "species": ["C", "H", "C", "H", "H", "N", "H", "C", "O", "H", "C", "C", "H", "S", "C", "C", "C", "H", "H", "C", "H", "H", "C", "H", "H", "N", "C", "C", "H", "H", "H", "H", "N", "O", "H", "C", "C", "C", "C", "H", "C", "H", "O", "H", "H", "H", "C", "H"], "coordinates": [[0.61, -2.60, 1.30], [-1.21, -0.41, -2.79], [-1.19, 3.49, 0.18], [4.71, 2.44, 1.89], [-2.48, -2.07, 0.90], [0.65, -2.46, -1.13], [2.33, -2.44, 0.04], [-1.70, -0.27, -1.85], [-1.43, -3.91, -0.55], [1.21, -2.84, 2.17], [-2.29, 0.94, -1.50], [-3.46, 2.43, 0.15], [-3.50, 0.11, 1.54], [-0.96, -2.86, -1.41], [-2.42, -1.21, 0.25], [1.61, -4.47, -0.05], [-2.92, 1.09, -0.27], [-3.69, 3.04, -0.73], [0.65, -4.99, -0.07], [-2.99, 0.00, 0.59], [-0.32, -3.15, 1.35], [0.62, 1.96, -1.68], [4.08, 0.53, 1.13], [2.17, -4.72, -0.95], [1.55, -0.15, -0.76], [-0.29, 2.47, 0.14], [-1.76, -1.33, -0.96], [1.37, -2.97, 0.04], [-2.25, 1.77, -2.19], [-2.86, 4.13, 1.34], [-2.16, 2.58, 1.89], [0.39, -1.53, 1.31], [3.22, -0.17, 0.41], [-1.07, -3.02, -2.83], [2.82, 3.64, 0.79], [-2.42, 3.18, 1.01], [0.86, 2.49, -0.75], [2.23, 0.47, -0.18], [3.98, 1.90, 1.30], [-4.37, 2.30, 0.73], [2.94, 2.57, 0.68], [-0.52, 1.58, 0.56], [-1.02, 4.54, -0.39], [1.16, -2.61, -1.99], [4.88, -0.04, 1.59], [1.05, 3.54, -0.98], [2.03, 1.84, -0.08], [2.17, -4.81, 0.82]]}

---

(x)
{"formula": "C18H23N3O3S", "method": "ωB97M-V/def2-TZVPD", "e_lumo_ev": -1.0, "total_charge": 0, "species": ["H", "H", "C", "C", "C", "C", "H", "O", "C", "H", "N", "C", "O", "H", "H", "H", "C", "C", "H", "C", "C", "H", "H", "O", "C", "C", "C", "H", "H", "N", "H", "H", "H", "H", "H", "H", "S", "C", "H", "C", "H", "H", "H", "C", "N", "C", "C", "H"], "coordinates": [[6.68, 3.26, -0.94], [2.56, 0.77, 0.49], [-0.71, -0.31, 0.40], [4.20, -1.79, -0.75], [-7.37, 0.72, 0.19], [0.60, -2.22, 0.15], [-1.31, -2.29, 0.31], [0.14, 0.44, 0.88], [1.97, -0.52, -1.17], [7.86, 3.30, 0.37], [4.18, -0.37, -0.55], [-8.68, 0.84, 0.05], [6.20, -0.42, 0.62], [5.68, 3.28, 1.35], [2.92, -3.60, -0.27], [-7.49, -0.93, -1.34], [-6.85, -0.46, -0.79], [3.12, -2.56, 0.02], [2.12, -0.99, -2.09], [2.97, 0.29, -0.86], [-5.50, -0.76, -0.58], [1.04, -0.31, -1.16], [-2.93, -1.35, -0.56], [5.00, 1.37, 0.20], [7.08, 2.77, -0.05], [-4.42, 0.02, -0.02], [-6.33, 1.47, 0.84], [-5.17, -1.69, -1.41], [5.09, -2.12, -0.30], [-0.47, -1.52, 0.19], [7.65, 1.75, -0.52], [-9.24, 0.55, -0.65], [-8.89, 2.02, -0.15], [-4.30, 1.76, 1.13], [-2.27, 0.91, 1.12], [4.21, -2.16, -1.70], [0.68, -3.96, 0.91], [5.19, 0.16, 0.21], [-6.57, 2.22, 1.35], [6.18, 2.32, 0.92], [-9.07, 0.89, 1.13], [3.08, -2.44, 1.35], [3.08, 1.12, -1.42], [-3.18, -0.56, 0.09], [1.77, -1.63, -0.26], [-5.05, 1.06, 0.96], [-2.07, -0.05, 0.66], [6.58, 1.71, 1.67]]}

---

Energy above the most stable structure, in kcal/mol: (w) 0.0; (x) 333.0